ORCA calculation (ωB97M-V/def2-TZVPD) on a 2-piece molecular cluster, BH4N overall in a non-equilibrium geometry.

Element x y z (Å)
H1 0.719 -0.423 -1.625
H2 1.274 0.948 -0.393
H3 -0.505 0.280 1.569
B1 -0.524 -0.187 0.513
N1 0.514 0.156 -0.356
H4 -1.478 -0.775 0.291

Summary:
Total energy = -81.94175 hartree
Net charge = 0
LUMO energy = 0.48 eV
Kohn-Sham gap = 11.0 eV